(1)
# C38H71N10OP

A cluster of 9 separate species, C38H71N10OP in total at a distorted geometry (ωB97M-V/def2-TZVPD, the Open Molecules 2025 dataset).

## Properties
HOMO, Eh: -0.29012
Gap between HOMO and LUMO, eV: 7.998
LUMO, eV: 0.1
SMILES: CC(C)=NPC[C@H](O)CN.CCCC#N.CCCC#N.CCCC#N.CCCC#N.CCCC#N.CCCC#N.CCCC#N.CCCC#N

Last column: Mulliken charge in e.
Positions of all 121 atoms, in Å:
C (-1.2551, 2.7448, 0.7873)  -0.72
C (-0.4394, 2.4420, -0.4363)  0.71
C (-1.2425, 2.2928, -1.7180)  -0.99
N (0.8319, 2.3698, -0.5126)  -0.24
P (1.7144, 1.4721, 0.6776)  0.18
C (1.6563, -0.3465, 0.2372)  -0.81
C (0.2159, -0.8647, 0.0209)  0.43
O (-0.6041, -0.4972, 1.1233)  -0.46
C (0.1398, -2.3943, -0.2140)  -0.70
N (-0.0543, -3.2039, 0.9935)  -0.70
H (-0.7409, 2.5629, 1.7200)  -0.31
H (-2.1876, 2.1942, 0.7304)  0.43
H (-1.5289, 3.7988, 0.7202)  0.50
H (-0.7744, 1.5663, -2.3646)  -0.03
H (-2.2428, 1.9579, -1.4550)  0.35
H (-1.3694, 3.2585, -2.2023)  0.42
H (1.0322, 1.4805, 1.9319)  -0.33
H (2.2564, -0.5410, -0.6466)  0.40
H (2.1326, -0.8377, 1.0890)  0.40
H (-0.1610, -0.3792, -0.8766)  -0.26
H (-0.0345, -0.5552, 1.8966)  0.41
H (-0.7264, -2.5630, -0.8518)  0.36
H (1.0069, -2.7825, -0.7455)  0.33
H (-0.9624, -3.0049, 1.3883)  0.25
H (0.6466, -2.9254, 1.6708)  0.29
C (1.0492, -1.5748, -6.2881)  -1.33
C (0.4172, -0.6603, -5.2456)  -0.46
C (1.2641, -0.5284, -3.9739)  0.49
C (1.4393, -1.8390, -3.3333)  0.30
N (1.5618, -2.8588, -2.8329)  -0.61
H (1.1504, -2.5956, -5.9153)  0.30
H (0.4287, -1.6144, -7.1833)  0.37
H (2.0394, -1.2164, -6.5771)  0.37
H (-0.5737, -1.0421, -4.9892)  0.29
H (0.2757, 0.3325, -5.6759)  0.41
H (0.7805, 0.1434, -3.2629)  -0.61
H (2.2489, -0.1195, -4.2039)  0.44
C (7.4462, 2.2421, -1.1463)  -1.16
C (5.9281, 2.3878, -1.1589)  -0.42
C (5.3681, 2.9805, 0.1387)  0.35
C (5.7018, 2.1083, 1.2763)  0.26
N (5.9784, 1.4293, 2.1527)  -0.56
H (7.7745, 1.5553, -0.3643)  0.18
H (7.7994, 1.8445, -2.0987)  0.36
H (7.9314, 3.2067, -0.9805)  0.37
H (5.4771, 1.4090, -1.3371)  0.18
H (5.6372, 3.0313, -1.9912)  0.40
H (4.2837, 3.0749, 0.0711)  -0.24
H (5.7843, 3.9729, 0.3181)  0.36
C (-0.0363, 7.5544, 0.0728)  -1.37
C (0.1846, 7.3700, 1.5724)  0.05
C (1.6463, 7.1063, 1.9372)  -0.42
C (2.1156, 5.8702, 1.2973)  0.11
N (2.4716, 4.9122, 0.7887)  -0.32
H (0.2310, 6.6543, -0.4848)  0.29
H (-1.0864, 7.7652, -0.1322)  0.38
H (0.5564, 8.3853, -0.3172)  0.37
H (-0.4240, 6.5510, 1.9221)  -0.08
H (-0.1523, 8.2654, 2.0956)  0.37
H (1.7481, 6.9982, 3.0175)  0.27
H (2.2850, 7.9318, 1.6190)  0.35
C (7.8164, -1.4640, 0.2550)  -0.94
C (8.1855, -2.7915, -0.3954)  -0.52
C (8.8767, -2.6122, -1.7509)  -0.41
C (7.9943, -1.9061, -2.6922)  0.26
N (7.3096, -1.3518, -3.4193)  -0.44
H (7.1021, -0.9051, -0.3515)  0.15
H (7.3546, -1.6297, 1.2277)  0.37
H (8.7007, -0.8407, 0.4036)  0.31
H (7.2833, -3.3935, -0.5209)  0.31
H (8.8504, -3.3472, 0.2686)  0.33
H (9.1354, -3.5810, -2.1785)  0.29
H (9.7965, -2.0369, -1.6385)  0.28
C (-5.2789, -3.9045, 4.1983)  -1.23
C (-3.8680, -3.4814, 3.8119)  -0.46
C (-3.8260, -2.0660, 3.2273)  0.00
C (-4.6499, -1.9899, 2.0108)  0.25
N (-5.2865, -1.9404, 1.0646)  -0.50
H (-5.9365, -3.9334, 3.3287)  0.31
H (-5.2758, -4.9027, 4.6356)  0.38
H (-5.7101, -3.2178, 4.9295)  0.29
H (-3.4632, -4.1910, 3.0873)  0.27
H (-3.2224, -3.5212, 4.6916)  0.41
H (-2.8024, -1.7885, 2.9702)  -0.04
H (-4.2016, -1.3419, 3.9514)  0.34
C (-9.6944, -3.9159, -0.5775)  -1.14
C (-10.2270, -2.6701, 0.1215)  -0.47
C (-9.3188, -2.1927, 1.2597)  -0.21
C (-9.2025, -3.2371, 2.2890)  0.24
N (-9.1308, -4.0483, 3.0900)  -0.47
H (-9.6367, -4.7637, 0.1067)  0.36
H (-10.3528, -4.2030, -1.3978)  0.32
H (-8.6987, -3.7392, -0.9885)  0.30
H (-11.2258, -2.8767, 0.5115)  0.29
H (-10.3278, -1.8645, -0.6080)  0.31
H (-9.7281, -1.2940, 1.7214)  0.29
H (-8.3226, -1.9552, 0.8822)  0.18
C (0.9855, 4.3127, 6.5684)  -1.21
C (-0.1531, 3.4550, 6.0277)  -0.62
C (-0.3776, 3.6427, 4.5239)  -0.10
C (-0.7245, 5.0390, 4.2210)  0.32
N (-0.9886, 6.1276, 3.9943)  -0.54
H (0.7748, 5.3768, 6.4499)  0.36
H (1.1305, 4.1261, 7.6322)  0.36
H (1.9228, 4.0893, 6.0551)  0.31
H (-1.0714, 3.6945, 6.5675)  0.33
H (0.0665, 2.4033, 6.2201)  0.35
H (-1.1892, 3.0021, 4.1769)  0.37
H (0.5235, 3.3788, 3.9660)  0.09
C (-1.2482, -4.5305, -3.5026)  -0.90
C (-2.2326, -5.4697, -4.1869)  -0.62
C (-2.2856, -5.2562, -5.7032)  -0.42
C (-2.7061, -3.8827, -6.0183)  0.26
N (-3.0267, -2.8110, -6.2495)  -0.47
H (-1.5370, -3.4852, -3.6296)  0.28
H (-1.2124, -4.7292, -2.4313)  0.30
H (-0.2408, -4.6571, -3.9010)  0.31
H (-3.2267, -5.3241, -3.7591)  0.33
H (-1.9475, -6.5041, -3.9864)  0.35
H (-2.9899, -5.9499, -6.1627)  0.31
H (-1.3044, -5.4281, -6.1478)  0.28

Atoms 1-3, force components in eV/Å:
-0.17 -0.14 -0.38
-0.13 0.33 -0.68
-0.32 0.61 0.76

***

(2)
# C32H45N4O4PdS4Si3

A structure of composition C32H45N4O4PdS4Si3 at a distorted geometry (ωB97M-V/def2-TZVPD, the Open Molecules 2025 dataset).

## Properties
HOMO (alpha / beta), Eh: -0.18766 / -0.18769
Gap between HOMO and LUMO (alpha / beta), eV: 6.287 / 6.293
Charge: -1
LUMO (alpha / beta), eV: 1.2 / 1.2

Last column: Mulliken charge in e.
Positions of all 93 atoms, in Å:
Pd (0.0017, -0.0816, -0.1754)  -0.91
C (0.7491, -1.3504, 2.5256)  0.44
Si (1.8710, 0.0003, 1.8374)  1.41
C (3.5264, -0.4099, 2.6695)  -1.37
C (1.2543, 1.6429, 2.5291)  -1.18
C (2.1534, 0.1082, -0.0078)  0.62
Si (2.4483, -1.4323, -1.0383)  1.32
C (4.2609, -1.3550, -1.6139)  -1.27
C (1.4138, -1.5902, -2.6132)  -1.24
C (2.4203, -3.0167, -0.0355)  -0.73
Si (2.4219, 1.6915, -0.8888)  -0.20
C (2.3700, 1.6202, -2.7648)  -1.19
C (4.0317, 2.5374, -0.4222)  -1.17
C (0.9375, 2.7810, -0.4901)  0.22
C (0.9491, 4.1327, -0.1674)  -0.59
C (-0.2458, 4.7794, 0.1060)  -0.49
C (-1.4286, 4.0603, 0.0195)  -0.52
C (-1.3796, 2.7209, -0.3243)  -0.69
N (-0.2251, 2.0895, -0.5600)  0.05
H (0.4063, -1.0442, 3.5188)  0.37
H (1.2883, -2.2987, 2.6137)  -0.15
H (-0.1419, -1.5369, 1.9285)  -0.28
H (3.5234, -0.1063, 3.7244)  0.38
H (4.3736, 0.0837, 2.1776)  0.33
H (3.7015, -1.4908, 2.6312)  0.34
H (1.3444, 1.6534, 3.6203)  0.47
H (0.1986, 1.7839, 2.2772)  0.18
H (1.8165, 2.4951, 2.1330)  0.22
H (4.5009, -0.4321, -2.1546)  0.27
H (4.5079, -2.2014, -2.2684)  0.31
H (4.9211, -1.4062, -0.7383)  0.28
H (1.9889, -1.2863, -3.4940)  0.39
H (0.5028, -1.0012, -2.5780)  0.23
H (1.1007, -2.6297, -2.7355)  0.46
H (3.0993, -2.9390, 0.8229)  0.22
H (2.7660, -3.8409, -0.6694)  0.48
H (1.4184, -3.2480, 0.3241)  -0.24
H (3.1484, 0.9683, -3.1714)  0.30
H (2.5193, 2.6253, -3.1702)  0.41
H (1.4024, 1.2496, -3.1114)  0.27
H (4.8631, 1.8560, -0.6351)  0.31
H (4.0741, 2.7907, 0.6431)  0.32
H (4.1914, 3.4524, -1.0038)  0.38
H (1.8969, 4.6579, -0.1283)  0.41
H (-0.2589, 5.8297, 0.3714)  0.42
H (-2.3865, 4.5180, 0.2281)  0.41
H (-2.2869, 2.1451, -0.4206)  0.81
S (-7.3752, -0.4674, -1.3811)  -0.39
C (-6.0252, -0.0048, -0.5285)  0.14
S (-4.6028, -0.9877, -0.4292)  -0.06
C (-3.7709, 0.2443, 0.5157)  0.11
N (-4.5106, 1.2928, 0.6980)  -0.68
N (-5.7755, 1.1501, 0.1531)  0.46
C (-6.6385, 2.2761, 0.3260)  0.20
C (-6.0565, 3.5373, 0.4561)  -0.18
C (-6.8530, 4.6588, 0.6203)  -0.53
C (-8.2351, 4.5408, 0.6609)  -0.40
C (-8.8076, 3.2830, 0.5632)  -0.66
C (-8.0209, 2.1496, 0.4026)  -0.40
S (-2.1798, 0.1768, 1.1881)  -0.29
H (-4.9801, 3.6163, 0.4387)  0.51
H (-6.3840, 5.6296, 0.7225)  0.35
H (-8.8561, 5.4211, 0.7719)  0.37
H (-9.8831, 3.1682, 0.6209)  0.35
H (-8.4788, 1.1764, 0.3407)  0.32
C (1.9282, -2.3138, 5.6106)  -1.46
C (0.9223, -3.2953, 5.0688)  0.90
C (1.3479, -4.4833, 4.4748)  -0.57
C (0.4375, -5.3808, 3.9491)  -0.65
C (-0.9202, -5.0920, 4.0214)  -0.03
C (-1.3681, -3.9163, 4.6025)  -0.35
C (-0.4401, -3.0211, 5.1185)  -0.39
S (-2.0873, -6.2856, 3.4294)  1.27
O (-3.3816, -5.8453, 3.8581)  -0.70
O (-1.5857, -7.5834, 3.7958)  -0.74
N (-2.0460, -6.2395, 1.8052)  -0.24
C (-2.3235, -4.9780, 1.0752)  -1.15
C (-1.0677, -4.2233, 0.6676)  0.98
C (-1.3494, -3.1537, -0.4056)  -0.28
O (-2.2964, -3.3319, -1.1676)  -0.77
O (-0.5435, -2.1622, -0.4142)  -0.28
H (2.7766, -2.8279, 6.0631)  0.46
H (1.4770, -1.6601, 6.3569)  0.35
H (2.3142, -1.6866, 4.8011)  0.09
H (2.4093, -4.7018, 4.4241)  0.40
H (0.7660, -6.3105, 3.4990)  0.40
H (-2.4320, -3.7207, 4.6494)  0.50
H (-0.7820, -2.0942, 5.5657)  0.35
H (-1.2587, -6.7772, 1.4598)  0.33
H (-2.9517, -4.3597, 1.7185)  0.40
H (-2.9034, -5.2091, 0.1880)  0.44
H (-0.3514, -4.9203, 0.2144)  0.32
H (-0.5818, -3.7538, 1.5225)  -0.65

Atoms 1-3, force components in eV/Å:
-2.13 1.26 -0.01
-0.07 0.01 -0.36
0.72 0.05 0.35

***

(3)
# C22H24IN11Os

A structure of composition C22H24IN11Os (ωB97M-V/def2-TZVPD, the Open Molecules 2025 dataset).

## Properties
HOMO (alpha / beta), Eh: -0.69936 / -0.70161
Gap between HOMO and LUMO (alpha / beta), eV: 6.856 / 3.747
Charge: +4
Multiplicity: 5
LUMO (alpha / beta), eV: -12.2 / -15.3

Last column: Mulliken charge in e.
Positions of all 59 atoms, in Å:
Os (0.4043, 0.0347, -1.2504)  1.44
N (-1.6688, -3.8127, -0.9165)  0.15
C (-0.7986, -2.8644, -0.7236)  -0.07
N (-0.8342, -1.6887, -1.3564)  -0.61
C (-1.9005, -1.4525, -2.2616)  0.63
N (-2.0255, -0.2970, -2.8543)  -1.11
N (-1.0655, 0.5709, -2.4655)  0.76
C (-1.0084, 1.7763, -2.9561)  -0.22
C (0.1089, 2.5990, -2.5236)  0.64
C (0.2527, 3.9200, -2.8773)  -0.81
C (1.3527, 4.6338, -2.3984)  -0.32
C (2.2693, 3.9966, -1.5782)  -0.87
C (2.0748, 2.6625, -1.2586)  0.10
N (1.0244, 1.9699, -1.7192)  -0.01
C (-2.8587, -2.4951, -2.5207)  0.66
C (-3.9280, -2.3337, -3.4128)  -0.31
C (-4.8276, -3.3608, -3.5850)  -0.82
C (-4.6758, -4.5625, -2.8848)  -0.47
C (-3.6290, -4.7418, -2.0006)  -0.91
C (-2.7336, -3.7028, -1.8247)  0.23
H (-1.5837, -4.6701, -0.3795)  0.32
H (-0.0168, -3.0506, -0.0011)  0.42
H (-1.7602, 2.1082, -3.6645)  0.50
H (-0.4866, 4.3915, -3.5125)  0.50
H (1.4854, 5.6747, -2.6661)  0.49
H (3.1336, 4.5194, -1.1910)  0.45
H (2.7685, 2.1343, -0.6178)  0.57
H (-4.0334, -1.4042, -3.9533)  0.50
H (-5.6629, -3.2389, -4.2611)  0.47
H (-5.3896, -5.3619, -3.0328)  0.45
H (-3.5165, -5.6739, -1.4593)  0.42
C (1.1951, 0.5739, 5.7490)  -1.22
C (0.4108, 1.7677, 5.1929)  0.58
C (1.2934, 2.8161, 4.5178)  -1.48
C (-0.7745, 1.3659, 4.3160)  -0.79
N (-0.3885, 1.0421, 2.9118)  0.41
C (-0.8390, 1.5995, 1.7905)  -0.19
N (-0.2801, 0.9635, 0.7771)  -0.42
N (0.5045, 0.0057, 1.3242)  0.23
N (0.4427, 0.0475, 2.6025)  -0.72
H (2.1578, 0.8987, 6.1397)  0.38
H (1.3725, -0.1975, 4.9992)  0.23
H (0.6538, 0.1003, 6.5666)  0.38
H (-0.0639, 2.2596, 6.0426)  0.37
H (1.9039, 2.3797, 3.7179)  0.28
H (1.9879, 3.2357, 5.2422)  0.45
H (0.7061, 3.6420, 4.1061)  0.37
H (-1.4897, 2.1829, 4.2382)  0.32
H (-1.2885, 0.4948, 4.7194)  0.33
H (-1.5225, 2.4326, 1.7382)  0.42
I (6.1962, -1.9514, -2.4310)  0.79
C (4.4555, -1.6137, -1.4863)  -0.63
C (4.0516, -2.1932, -0.2739)  -0.03
N (2.8524, -1.7022, -0.0180)  0.05
N (2.4279, -0.8203, -0.9684)  -0.39
C (3.3902, -0.7537, -1.8689)  -0.13
H (4.5530, -2.8938, 0.3806)  0.50
H (2.3007, -1.8429, 0.8219)  0.23
H (3.3197, -0.1200, -2.7407)  0.53

Atoms 1-3, force components in eV/Å:
-0.82 -0.26 -0.21
-0.10 -0.11 -0.04
0.11 0.03 0.00

***

(4)
# C7H15BrF2NO

A structure of composition C7H15BrF2NO at a distorted geometry (ωB97M-V/def2-TZVPD, the Open Molecules 2025 dataset).

## Properties
HOMO, Eh: -0.48520
Gap between HOMO and LUMO, eV: 9.696
Charge: +1
LUMO, eV: -3.5

Last column: Mulliken charge in e.
Positions of all 27 atoms, in Å:
C (-1.1743, 1.2778, 1.0109)  -1.48
C (-0.3822, 1.7374, -1.4284)  -1.62
C (-2.1024, -0.0475, -0.9174)  -1.32
C (0.1952, -1.4397, 0.9100)  -1.94
C (-0.8689, 0.7413, -0.3310)  1.41
C (0.3005, -0.3390, -0.1715)  0.45
C (1.8824, 0.6891, 0.6004)  0.47
N (1.3750, -2.2672, 0.9801)  -0.07
O (0.5496, -0.9770, -1.3771)  -0.59
F (1.9722, 0.2796, 1.8316)  -0.24
F (1.8833, 1.9902, 0.6234)  -0.18
Br (3.3279, -0.0924, -0.4236)  -0.08
H (-1.8762, 0.5137, 1.5560)  0.31
H (-0.1536, 1.2470, 1.6200)  0.22
H (-1.6691, 2.2107, 0.9802)  0.46
H (-0.1536, 1.2857, -2.3089)  0.57
H (-1.2317, 2.3544, -1.8220)  0.42
H (0.5172, 2.3915, -1.2183)  0.29
H (-2.8099, 0.7732, -1.2591)  0.42
H (-2.5828, -0.8034, -0.2865)  0.37
H (-1.6766, -0.5502, -1.8789)  0.30
H (-0.0342, -1.0534, 1.8601)  0.47
H (-0.7789, -1.8712, 0.7660)  0.67
H (2.1725, -1.8153, 1.4932)  0.36
H (1.7385, -2.4124, -0.0138)  0.46
H (1.0571, -3.2137, 1.4585)  0.44
H (0.5232, -0.6092, -2.2537)  0.45

Atoms 1-3, force components in eV/Å:
1.25 -2.38 2.91
-0.87 2.29 2.03
1.13 1.18 -2.53

***

Values of electronic energy, in order: -66792.4314; -118523.5928; -50119.5462; -86507.9883, all in eV.